ORCA calculation (ωB97M-V with the def2-TZVPD basis set) on C2H4ClNOS in the gas phase at a distorted geometry.

Summary:
Charge = 0
2S+1 = 1
Energy relative to the best compared isomer or geometry (same formula, charge and spin) = 69.0 kcal per mole
E = -29031.0269 eV
SMILES string = ONC(=S)CCl
Molecular weight = 125.6 g/mol
HOMO level = -9.12 eV

Last columns: bonded neighbours and bond lengths (Å).
Cartesian coordinates (Å):
1 O -0.640 -0.725 1.516  N2 1.441, H7 0.935
2 N -1.089 -0.055 0.322  O1 1.441, C3 1.368, H8 0.994
3 C -0.252 0.632 -0.513  N2 1.368, S4 1.605, C5 1.526
4 S -0.978 1.329 -1.764  C3 1.605
5 C 1.213 0.222 -0.400  C3 1.526, Cl6 1.880, H9 1.187, H10 1.203
6 Cl 1.301 -1.641 -0.159  C5 1.880
7 H -0.826 -1.641 1.539  O1 0.935
8 H -1.926 0.461 0.471  N2 0.994
9 H 1.720 0.810 0.498  C5 1.187
10 H 1.476 0.607 -1.509  C5 1.203